The following is a quantum chemistry calculation of a cluster of 5 separate species, C16H34Br8NO4P in total in a non-equilibrium geometry, from the OMol25 dataset.

Results
LUMO	0.16	eV
E_tot	-596447.046	eV
gap between HOMO and LUMO	9.00	eV
spin multiplicity	1
SMILES	COCCCCCOC(=O)NP(C)O.BrCCBr.BrCCBr.BrCCBr.BrCCBr

Each line ends with the Löwdin charge.
CARTESIAN COORDINATES (ANGSTROEM)
C -1.65 -0.52 3.41  -0.14
O -1.78 0.84 2.85  -0.26
C -1.23 0.93 1.49  -0.22
C 0.35 0.52 1.35  -0.16
C 0.74 0.47 -0.27  -0.19
C 1.34 -0.98 -0.75  -0.17
C 0.38 -2.27 -0.42  -0.18
O -0.08 -3.03 -1.59  -0.13
C -1.31 -2.43 -2.18  -0.31
O -1.11 -1.29 -2.88  -0.03
N -2.67 -3.09 -2.05  -0.15
P -3.85 -2.08 -1.18  0.87
C -3.47 -2.38 0.70  -0.31
O -3.64 -0.38 -1.46  -0.37
H -0.93 -0.41 4.36  0.10
H -2.67 -0.93 3.86  0.10
H -1.28 -1.33 2.66  0.08
H -1.29 2.09 1.19  0.15
H -1.88 0.38 0.67  0.10
H 0.62 -0.55 1.77  0.11
H 0.97 1.39 1.87  0.07
H -0.15 0.82 -0.96  0.11
H 1.63 1.25 -0.39  0.12
H 2.43 -1.09 -0.28  0.13
H 1.52 -0.94 -1.92  0.12
H 1.04 -3.02 0.23  0.15
H -0.52 -1.97 0.29  0.11
H -2.62 -4.00 -1.51  0.10
H -2.64 -3.19 0.84  0.05
H -4.47 -2.66 1.29  0.07
H -3.11 -1.35 1.15  0.02
H -4.14 0.18 -0.78  0.08
Br 2.39 0.70 5.58  0.60
C 1.99 2.58 5.89  -0.69
C 1.22 3.17 4.73  -0.72
Br 2.40 3.54 3.21  0.62
H 2.94 3.08 6.08  0.05
H 1.39 2.60 6.80  0.06
H 0.80 4.15 5.00  -0.06
H 0.42 2.53 4.36  0.05
Br 2.10 7.55 2.13  0.60
C 0.40 7.04 2.95  -0.69
C 0.31 7.53 4.37  -0.66
Br 1.36 6.42 5.57  0.69
H 0.31 5.95 2.86  0.03
H -0.37 7.51 2.33  0.06
H -0.72 7.45 4.74  0.06
H 0.66 8.56 4.50  0.05
Br 0.69 -7.47 -2.58  0.59
C 0.72 -5.87 -3.70  -0.71
C 1.56 -6.09 -4.93  -0.69
Br 3.46 -5.98 -4.51  0.59
H 1.06 -5.05 -3.08  0.04
H -0.33 -5.71 -3.98  0.06
H 1.39 -5.30 -5.67  0.05
H 1.40 -7.06 -5.41  0.05
Br 1.45 2.06 -5.72  0.59
C 0.81 0.44 -6.59  -0.69
C 0.91 -0.75 -5.67  -0.70
Br 2.74 -1.40 -5.53  0.59
H 1.39 0.32 -7.51  0.05
H -0.23 0.64 -6.85  0.06
H 0.34 -1.60 -6.07  0.06
H 0.57 -0.54 -4.65  0.03

---

The following is a quantum chemistry calculation of a cluster of 2 separate species, C6H6 in total in a non-equilibrium geometry, from the OMol25 dataset.

Results
LUMO	-1.47	eV
E_tot	-6310.327	eV
gap between HOMO and LUMO	7.88	eV
spin multiplicity	1

Each line ends with the Löwdin charge.
CARTESIAN COORDINATES (ANGSTROEM)
C 2.67 -0.56 0.20  -0.26
C 3.77 -1.12 -0.08  0.11
C -1.37 -1.55 0.17  -0.05
C -0.06 -1.14 -0.03  -0.03
C 1.55 0.14 0.05  -0.15
C 0.99 1.50 0.02  -0.11
H -2.04 -1.12 0.85  0.02
H -1.55 -2.47 -0.36  0.04
H 0.62 -1.89 -0.65  0.08
H 0.02 1.61 -0.47  0.07
H 1.70 2.36 -0.43  0.12
H 1.02 1.83 1.18  0.15

---

The following is a quantum chemistry calculation of a structure of composition C30H45B2F4IN4O4RbSb, from the OMol25 dataset.

Results
LUMO (spin up / spin down)	-1.33 / -2.18	eV
E_tot	-73508.651	eV
gap between HOMO and LUMO (spin up / spin down)	6.87 / 6.02	eV
spin multiplicity	1

Each line ends with the Löwdin charge.
CARTESIAN COORDINATES (ANGSTROEM)
Rb 1.48 -1.46 0.34  0.99
C 0.85 -0.44 -2.89  -0.03
C -0.39 -0.88 -2.17  -0.31
N -0.60 -2.03 -1.65  0.05
O 0.45 -2.89 -1.68  -0.12
B 0.29 -4.11 -0.75  -1.14
F 0.21 -5.25 -1.49  0.17
F 1.51 -4.08 0.01  -0.02
O -0.87 -4.02 0.14  0.03
N -0.83 -2.89 0.94  -0.01
C -1.97 -2.35 1.09  -0.28
C -3.23 -2.86 0.49  0.00
C -1.88 -0.99 1.70  -0.27
N -2.50 -0.10 1.05  0.14
O -2.19 1.19 1.45  -0.04
B -2.62 2.17 0.43  -1.13
F -1.76 3.34 0.76  -0.06
F -3.93 2.58 0.61  0.15
O -2.42 1.80 -0.94  0.04
N -1.26 1.06 -1.19  0.12
C -1.53 0.05 -1.92  -0.28
C -2.91 -0.31 -2.39  -0.01
C -0.98 -0.68 2.86  -0.03
H 1.78 -0.50 -2.31  0.00
H 0.73 0.59 -3.22  0.09
H 1.02 -1.09 -3.76  0.09
H -3.28 -3.94 0.58  0.09
H -3.22 -2.62 -0.58  0.08
H -4.10 -2.39 0.95  0.08
H -3.26 0.42 -3.11  0.09
H -3.59 -0.28 -1.54  0.08
H -2.91 -1.30 -2.84  0.08
H -0.56 -1.59 3.30  0.09
H -1.57 -0.14 3.60  0.08
H -0.18 -0.01 2.55  0.05
I 4.27 -2.62 -2.78  1.06
C 5.74 -1.35 -2.03  -0.65
C 7.06 -1.62 -2.18  -0.13
C 8.02 -0.77 -1.58  -0.07
C 7.64 0.30 -0.83  -0.03
C 6.27 0.61 -0.65  -0.16
C 5.82 1.70 0.14  -0.02
C 4.49 1.97 0.30  -0.07
C 3.52 1.17 -0.36  -0.13
C 3.97 0.13 -1.10  -0.01
C 5.31 -0.22 -1.28  -0.25
H 7.39 -2.49 -2.74  0.10
H 9.07 -0.99 -1.71  0.11
H 8.38 0.94 -0.36  0.11
H 6.57 2.32 0.63  0.12
H 4.17 2.81 0.90  0.09
H 2.46 1.41 -0.30  0.09
C 1.95 2.29 3.93  -0.12
C 0.78 3.03 4.56  -0.67
C -0.02 2.09 5.45  -0.11
C 1.28 4.23 5.37  -0.10
Sb -0.55 3.61 2.83  1.88
C -2.43 4.40 3.64  -0.66
C -3.28 3.16 3.95  -0.10
C -3.16 5.28 2.64  -0.10
C -2.14 5.19 4.92  -0.11
C 0.58 4.98 1.54  -0.67
C 1.61 5.77 2.34  -0.11
C -0.34 5.95 0.81  -0.10
C 1.29 4.06 0.54  -0.12
H 2.61 1.92 4.72  0.10
H 2.55 2.93 3.28  0.06
H 1.62 1.42 3.35  0.07
H 0.64 1.70 6.23  0.10
H -0.42 1.24 4.90  0.06
H -0.84 2.60 5.95  0.07
H 1.90 3.84 6.18  0.10
H 0.47 4.79 5.82  0.06
H 1.89 4.91 4.78  0.06
H -3.52 2.60 3.05  0.07
H -4.22 3.50 4.40  0.10
H -2.80 2.50 4.67  0.07
H -3.34 4.77 1.69  0.07
H -2.63 6.21 2.45  0.07
H -4.13 5.53 3.07  0.10
H -1.73 4.57 5.71  0.06
H -3.09 5.59 5.29  0.09
H -1.48 6.04 4.74  0.08
H 1.14 6.42 3.09  0.08
H 2.15 6.43 1.64  0.09
H 2.35 5.14 2.82  0.06
H -0.75 6.70 1.48  0.07
H -1.16 5.45 0.29  0.08
H 0.25 6.47 0.05  0.09
H 1.97 3.37 1.06  0.04
H 1.89 4.67 -0.14  0.10
H 0.59 3.47 -0.05  0.08

---

The following is a quantum chemistry calculation of the molecule C23H22O4S, from the OMol25 dataset.

Results
LUMO	0.58	eV
E_tot	-43232.673	eV
gap between HOMO and LUMO	8.95	eV
spin multiplicity	1
SMILES	COc1ccc(C(=O)C[C@@H](c2ccccc2)S(=O)(=O)c2ccc(C)cc2)cc1

Each line ends with the Löwdin charge.
CARTESIAN COORDINATES (ANGSTROEM)
C 6.74 1.81 1.17  -0.09
O 6.04 1.58 -0.03  -0.07
C 5.04 0.66 -0.03  -0.26
C 4.37 0.50 -1.25  0.01
C 3.33 -0.40 -1.36  -0.04
C 2.94 -1.17 -0.27  -0.19
C 1.83 -2.14 -0.27  -0.38
O 1.69 -2.97 0.60  0.08
C 0.84 -2.11 -1.44  -0.06
C -0.31 -1.12 -1.28  -0.26
C -1.54 -1.65 -0.62  -0.26
C -1.46 -2.38 0.56  -0.02
C -2.61 -2.80 1.20  -0.06
C -3.86 -2.49 0.67  -0.08
C -3.94 -1.77 -0.51  -0.08
C -2.79 -1.35 -1.15  -0.04
S 0.16 0.36 -0.25  0.75
O 0.64 -0.06 1.03  -0.26
O 1.00 1.22 -1.04  -0.29
C -1.43 1.17 -0.01  -0.29
C -2.14 0.95 1.15  -0.05
C -3.39 1.51 1.29  -0.02
C -3.94 2.30 0.28  -0.27
C -5.29 2.91 0.46  -0.05
C -3.20 2.53 -0.87  -0.03
C -1.94 1.96 -1.02  -0.06
C 3.63 -1.02 0.93  0.00
C 4.66 -0.11 1.06  0.00
H 7.46 2.59 0.94  0.09
H 7.27 0.92 1.51  0.10
H 6.07 2.16 1.96  0.10
H 4.67 1.10 -2.08  0.12
H 2.84 -0.48 -2.32  0.11
H 0.42 -3.11 -1.53  0.14
H 1.38 -1.88 -2.36  0.11
H -0.56 -0.66 -2.24  0.13
H -0.50 -2.62 0.97  0.11
H -2.54 -3.36 2.11  0.11
H -4.76 -2.81 1.18  0.10
H -4.91 -1.53 -0.93  0.10
H -2.87 -0.79 -2.07  0.12
H -1.70 0.33 1.92  0.12
H -3.96 1.33 2.20  0.12
H -5.96 2.24 0.98  0.08
H -5.73 3.17 -0.51  0.08
H -5.21 3.83 1.05  0.09
H -3.60 3.15 -1.65  0.11
H -1.35 2.14 -1.91  0.12
H 3.32 -1.61 1.78  0.12
H 5.16 -0.01 2.01  0.10

---

The following is a quantum chemistry calculation of a cluster of 12 separate species, C49H70F8O34 in total in a non-equilibrium geometry, from the OMol25 dataset.

Results
LUMO (spin up / spin down)	1.44 / 1.44	eV
charge	-1
E_tot	-143300.683	eV
gap between HOMO and LUMO (spin up / spin down)	1.71 / 10.27	eV
spin multiplicity	2

Each line ends with the Löwdin charge.
CARTESIAN COORDINATES (ANGSTROEM)
C -4.25 -1.19 1.47  -0.01
C -5.02 -1.89 2.57  -0.32
C -6.44 -2.23 2.19  -0.13
O -6.55 -3.61 2.29  0.06
C -5.37 -4.09 2.83  -0.51
O -5.13 -5.24 3.10  0.14
O -4.43 -3.15 2.75  0.10
H -4.51 -1.47 0.44  0.08
H -3.19 -1.35 1.64  0.07
H -4.47 -0.14 1.69  0.09
H -5.03 -1.26 3.46  0.16
H -6.57 -2.08 1.12  0.13
H -7.14 -1.70 2.84  0.14
C 1.62 0.16 -7.81  -0.03
C 1.59 -0.35 -6.33  -0.30
C 2.79 0.11 -5.45  -0.14
O 2.07 0.61 -4.33  0.03
C 0.75 0.46 -4.38  -0.55
O -0.07 0.98 -3.60  0.06
O 0.44 -0.05 -5.56  0.10
H 2.56 -0.24 -8.20  0.07
H 1.57 1.25 -7.82  0.08
H 0.86 -0.24 -8.48  0.08
H 1.52 -1.43 -6.43  0.12
H 3.36 0.88 -5.97  0.12
H 3.31 -0.80 -5.16  0.07
C -1.34 0.87 4.60  -0.01
C -0.06 1.50 5.09  -0.29
C -0.01 3.07 5.14  -0.09
O 0.51 3.26 6.38  0.06
C 0.44 2.21 7.20  -0.52
O 0.74 2.24 8.40  0.10
O 0.08 1.17 6.44  0.09
H -1.17 0.45 3.61  0.07
H -2.22 1.51 4.52  0.07
H -1.75 0.18 5.33  0.09
H 0.82 1.10 4.59  0.12
H -1.04 3.44 5.12  0.13
H 0.66 3.50 4.40  0.12
C -1.43 -5.83 2.36  0.02
C -0.78 -7.00 1.62  -0.35
C -0.55 -6.84 0.14  -0.08
O 0.70 -7.50 0.01  0.07
C 1.29 -7.70 1.21  -0.52
O 2.43 -8.14 1.35  0.12
O 0.42 -7.35 2.17  0.07
H -1.39 -4.83 1.92  0.06
H -0.91 -5.61 3.30  0.08
H -2.47 -5.96 2.64  0.07
H -1.33 -7.93 1.78  0.16
H -0.61 -5.80 -0.20  0.11
H -1.36 -7.41 -0.33  0.14
C 2.31 -5.58 5.32  0.00
C 3.06 -4.61 4.40  -0.32
C 2.64 -4.59 2.97  -0.05
O 1.91 -3.35 2.92  0.06
C 2.09 -2.63 4.01  -0.55
O 1.54 -1.53 4.16  0.12
O 2.81 -3.32 4.86  0.10
H 1.92 -6.43 4.76  0.07
H 1.35 -5.18 5.66  0.09
H 2.80 -6.07 6.16  0.08
H 4.15 -4.70 4.46  0.16
H 2.02 -5.46 2.73  0.11
H 3.54 -4.65 2.36  0.13
C 1.85 4.97 -2.60  0.01
C 2.35 6.13 -1.69  -0.28
C 2.03 7.60 -2.08  -0.09
O 1.59 8.30 -0.96  0.12
C 1.27 7.42 -0.08  -0.53
O 0.52 7.65 0.93  0.06
O 1.67 6.16 -0.46  0.06
H 0.96 5.31 -3.13  0.06
H 1.57 3.97 -2.25  0.08
H 2.55 4.87 -3.43  0.08
H 3.43 6.02 -1.73  0.14
H 1.35 7.70 -2.93  0.13
H 2.97 8.09 -2.33  0.14
C 3.94 -0.46 -1.25  -0.10
C 4.11 0.03 0.18  -0.34
C 4.71 1.41 0.39  -0.07
O 3.76 1.93 1.32  0.05
C 2.74 1.05 1.60  -0.51
O 1.84 1.22 2.44  0.09
O 2.85 0.05 0.79  0.10
H 3.30 -1.34 -1.36  0.05
H 4.93 -0.59 -1.67  0.06
H 3.45 0.27 -1.88  0.07
H 4.69 -0.79 0.58  0.14
H 4.75 1.92 -0.58  0.13
H 5.71 1.45 0.81  0.14
C -3.00 7.11 -0.97  -0.03
C -1.91 6.75 -1.93  -0.29
C -2.31 5.76 -3.07  -0.09
O -2.01 6.44 -4.26  0.07
C -1.46 7.63 -4.00  -0.52
O -0.96 8.35 -4.90  0.09
O -1.58 7.97 -2.68  0.07
H -3.88 7.56 -1.43  0.09
H -2.62 7.77 -0.19  0.09
H -3.37 6.19 -0.50  0.09
H -1.15 6.29 -1.30  0.13
H -3.37 5.50 -2.93  0.13
H -1.68 4.88 -2.96  0.12
C 0.02 -4.26 -2.93  -0.03
C 0.83 -4.01 -4.23  -0.34
C 1.20 -5.33 -4.95  -0.13
O 0.78 -5.09 -6.26  0.05
C -0.08 -4.05 -6.28  -0.53
O -0.82 -3.67 -7.20  0.09
O -0.06 -3.41 -5.11  0.07
H -0.57 -5.16 -3.06  0.08
H -0.60 -3.40 -2.66  0.07
H 0.62 -4.33 -2.02  0.06
H 1.70 -3.38 -4.06  0.10
H 0.64 -6.13 -4.46  0.12
H 2.27 -5.53 -4.98  0.11
C 2.93 4.74 3.09  0.00
C 3.68 5.84 2.35  -0.33
C 4.66 6.69 3.08  -0.12
O 5.89 6.19 2.66  0.07
C 5.70 5.41 1.56  -0.50
O 6.64 5.04 0.80  0.07
O 4.43 5.32 1.32  0.12
H 3.57 3.93 3.44  0.10
H 2.17 4.35 2.42  0.08
H 2.40 5.03 4.00  0.08
H 2.92 6.55 2.03  0.14
H 4.60 6.69 4.16  0.14
H 4.68 7.76 2.86  0.14
C -3.52 -3.81 -1.23  -0.01
C -4.73 -4.72 -1.34  -0.29
C -6.05 -3.94 -1.58  -0.07
O -6.67 -4.73 -2.62  0.07
C -5.77 -5.56 -3.18  -0.55
O -6.02 -6.32 -4.11  0.13
O -4.61 -5.41 -2.57  0.08
H -3.53 -3.27 -0.28  0.06
H -3.39 -3.11 -2.05  0.10
H -2.63 -4.44 -1.31  0.07
H -4.82 -5.43 -0.52  0.16
H -5.86 -2.90 -1.86  0.13
H -6.59 -3.95 -0.64  0.12
C -0.60 1.61 -0.39  -0.03
C -1.19 2.79 0.48  -0.45
C -2.55 2.37 1.01  -0.31
F -3.18 3.36 1.70  0.08
F -3.42 1.94 0.07  0.09
F -0.19 3.11 1.32  0.12
F -1.34 3.88 -0.26  0.13
O -0.36 0.48 0.51  -0.01
C -0.42 -0.89 -0.06  -0.59
C -0.13 -1.90 1.10  -0.27
F -0.97 -1.96 2.15  0.10
F 0.05 -3.16 0.59  0.06
F -1.50 -1.12 -0.68  0.22
F 0.50 -1.02 -0.94  0.20
H 0.38 1.93 -0.75  0.13
H -1.21 1.50 -1.29  0.13
H -2.41 1.57 1.73  0.15
H 0.86 -1.68 1.49  0.14

---

Look up the spin multiplicity of the fourth one. 1

---

spin multiplicity of number 2 (C6H6)? 1

---

What did the fourth record say?
The following is a quantum chemistry calculation of the molecule C23H22O4S, from the OMol25 dataset.

Results
LUMO	0.58	eV
E_tot	-43232.673	eV
gap between HOMO and LUMO	8.95	eV
spin multiplicity	1
SMILES	COc1ccc(C(=O)C[C@@H](c2ccccc2)S(=O)(=O)c2ccc(C)cc2)cc1

Each line ends with the Löwdin charge.
CARTESIAN COORDINATES (ANGSTROEM)
C 6.74 1.81 1.17  -0.09
O 6.04 1.58 -0.03  -0.07
C 5.04 0.66 -0.03  -0.26
C 4.37 0.50 -1.25  0.01
C 3.33 -0.40 -1.36  -0.04
C 2.94 -1.17 -0.27  -0.19
C 1.83 -2.14 -0.27  -0.38
O 1.69 -2.97 0.60  0.08
C 0.84 -2.11 -1.44  -0.06
C -0.31 -1.12 -1.28  -0.26
C -1.54 -1.65 -0.62  -0.26
C -1.46 -2.38 0.56  -0.02
C -2.61 -2.80 1.20  -0.06
C -3.86 -2.49 0.67  -0.08
C -3.94 -1.77 -0.51  -0.08
C -2.79 -1.35 -1.15  -0.04
S 0.16 0.36 -0.25  0.75
O 0.64 -0.06 1.03  -0.26
O 1.00 1.22 -1.04  -0.29
C -1.43 1.17 -0.01  -0.29
C -2.14 0.95 1.15  -0.05
C -3.39 1.51 1.29  -0.02
C -3.94 2.30 0.28  -0.27
C -5.29 2.91 0.46  -0.05
C -3.20 2.53 -0.87  -0.03
C -1.94 1.96 -1.02  -0.06
C 3.63 -1.02 0.93  0.00
C 4.66 -0.11 1.06  0.00
H 7.46 2.59 0.94  0.09
H 7.27 0.92 1.51  0.10
H 6.07 2.16 1.96  0.10
H 4.67 1.10 -2.08  0.12
H 2.84 -0.48 -2.32  0.11
H 0.42 -3.11 -1.53  0.14
H 1.38 -1.88 -2.36  0.11
H -0.56 -0.66 -2.24  0.13
H -0.50 -2.62 0.97  0.11
H -2.54 -3.36 2.11  0.11
H -4.76 -2.81 1.18  0.10
H -4.91 -1.53 -0.93  0.10
H -2.87 -0.79 -2.07  0.12
H -1.70 0.33 1.92  0.12
H -3.96 1.33 2.20  0.12
H -5.96 2.24 0.98  0.08
H -5.73 3.17 -0.51  0.08
H -5.21 3.83 1.05  0.09
H -3.60 3.15 -1.65  0.11
H -1.35 2.14 -1.91  0.12
H 3.32 -1.61 1.78  0.12
H 5.16 -0.01 2.01  0.10